Density functional theory data (ωB97M-V with the def2-TZVPD basis set) for CH2FNO in the gas phase at a distorted geometry.

```
6
Properties=species:S:1:pos:R:3:forces:R:3:lowdin_charge:R:1
C -0.4601 0.5204 0.1078 -1.939 -2.581 0.349 -0.275
N 0.2561 -0.8486 0.1657 -0.839 3.152 -0.212 0.036
O -0.1573 1.6470 0.2034 1.769 0.604 0.294 0.112
F 1.6017 -0.6119 0.3445 1.418 0.172 0.763 -0.098
H -1.5406 0.2633 0.0115 0.262 -0.379 -0.250 0.126
H 0.3002 -0.9702 -0.8330 -0.670 -0.969 -0.944 0.099
```
Forces are in eV/Å.

- M: 63.0 g/mol
- E_tot: -7321.5629 eV
- SMILES: O=CNF
- Gap between HOMO and LUMO: 11.66 eV

Density functional theory data (ωB97M-V with the def2-TZVPD basis set) for a 2-piece molecular cluster, C6H16NO overall at a distorted geometry.

```
24
Properties=species:S:1:pos:R:3:forces:R:3:lowdin_charge:R:1
C -1.1480 -0.7044 -1.0216 -1.123 0.632 -0.299 -0.172
O -2.0529 -0.8073 0.0827 0.871 -0.339 0.750 -0.001
C 0.2004 -0.6513 -0.4337 -0.872 -1.029 1.124 0.166
C 0.5340 0.3448 0.5177 -0.370 1.060 -0.030 -0.141
C 1.7426 1.2395 0.0543 0.731 0.835 0.061 -0.146
C 2.9455 0.5482 -0.5825 -0.566 -0.079 0.171 -0.252
C 3.6488 -0.4494 0.3337 -0.759 -0.168 -0.517 -0.080
N -4.8638 0.5004 0.6779 -0.053 -0.534 -0.443 0.019
H -1.4542 0.2825 -1.3832 0.415 -0.122 -0.729 0.165
H -1.3362 -1.5085 -1.7263 0.272 0.087 -0.226 0.143
H -1.7583 -1.4965 0.7005 -0.384 -0.115 -0.167 0.122
H 0.7865 -1.5675 -0.5072 0.532 0.294 -0.330 0.162
H 0.7486 -0.0893 1.4920 0.580 -0.464 0.075 0.162
H -0.3041 1.0183 0.6701 -0.169 0.049 -0.073 0.136
H 2.0521 1.8334 0.9206 -0.085 -0.383 0.171 0.132
H 1.3433 2.0061 -0.6126 -0.168 -0.315 -0.239 0.124
H 2.5887 0.0454 -1.4876 0.243 0.005 -0.148 0.108
H 3.6140 1.3501 -0.8837 0.177 -0.061 -0.162 0.119
H 2.9004 -1.1222 0.7651 0.095 0.045 0.309 0.064
H 4.2855 -1.1057 -0.2500 0.432 0.150 0.088 0.083
H 4.1870 0.0631 1.1201 0.186 -0.116 0.176 0.086
H -5.6290 0.1924 1.2561 -0.007 0.110 0.108 0.010
H -4.0005 0.5205 1.1924 -0.055 0.291 0.135 -0.017
H -5.0840 1.3739 0.2291 0.076 0.165 0.198 0.006
```
Forces are in eV/Å.

- Total charge: +1
- M: 118.2 g/mol
- E_tot: -10009.3036 eV
- Gap between HOMO and LUMO: 4.96 eV

Density functional theory data (ωB97M-V with the def2-TZVPD basis set) for C3H4N2 in the gas phase at a distorted geometry.

```
9
Properties=species:S:1:pos:R:3:forces:R:3:lowdin_charge:R:1
C -0.9092 -0.7004 -0.2376 0.493 1.376 0.998 -0.093
C -0.2555 -0.0183 -1.1767 -0.313 -0.359 -1.363 -0.112
C 0.7849 0.4490 0.8506 1.297 -4.810 -1.383 -0.174
N -0.6462 0.3416 0.7687 -0.311 -0.875 0.113 -0.033
N 0.1382 1.0543 -0.2727 -0.112 0.820 -1.181 -0.035
H -1.3940 -1.5711 0.0977 -0.688 -0.997 -0.522 0.079
H -0.2011 -0.0234 -2.2921 0.329 0.004 1.299 0.107
H 1.0388 1.1097 1.5990 1.168 1.335 1.417 0.069
H 1.4441 -0.6414 0.6633 -1.863 3.507 0.621 0.192
```
Forces are in eV/Å.

- M: 68.1 g/mol
- E_tot: -6151.0363 eV
- SMILES: c1cn2n1C2
- Gap between HOMO and LUMO: 10.75 eV

Density functional theory data (ωB97M-V with the def2-TZVPD basis set) for C4H10N2O in the gas phase at a distorted geometry.

```
17
Properties=species:S:1:pos:R:3:forces:R:3:lowdin_charge:R:1
C -1.3064 -1.9981 1.4228 -0.105 0.172 0.305 -0.369
N -1.1094 -0.6542 1.3275 -0.001 0.063 -0.358 0.022
C 0.2196 -0.0925 1.3459 0.622 0.293 0.116 -0.201
C 0.7844 0.1159 -0.0416 -0.391 0.766 -0.661 -0.231
N 0.0201 1.1556 -0.7736 0.212 -0.253 0.259 -0.136
C 0.4229 1.2023 -2.1752 0.358 0.265 0.061 -0.149
O -0.4754 -2.7851 1.8170 0.035 -0.091 -0.126 0.016
H -2.3374 -2.3030 1.1727 0.056 0.047 -0.058 0.128
H -1.7573 -0.1067 0.7757 -0.120 -0.250 0.101 0.125
H 0.2018 0.8721 1.8601 -0.102 0.002 0.055 0.118
H 0.9132 -0.7230 1.8961 -0.294 -0.250 0.150 0.118
H 0.7159 -0.7974 -0.6295 0.091 -0.189 0.071 0.120
H 1.8322 0.4313 0.0124 0.178 -0.297 0.117 0.116
H 0.2824 2.0411 -0.3529 -0.212 0.059 0.014 0.098
H 0.0721 0.3143 -2.6852 -0.085 -0.221 -0.126 0.072
H 0.0008 2.0733 -2.6801 -0.085 -0.063 0.132 0.076
H 1.5204 1.2539 -2.2921 -0.157 -0.053 -0.053 0.078
```
Forces are in eV/Å.

- M: 102.1 g/mol
- E_tot: -9337.8398 eV
- SMILES: CNCCNC=O
- Gap between HOMO and LUMO: 10.37 eV

Density functional theory data (ωB97M-V with the def2-TZVPD basis set) for CH4ClNOS2 in the gas phase at a distorted geometry.

```
10
Properties=species:S:1:pos:R:3:forces:R:3:lowdin_charge:R:1
C -1.3653 0.1788 -0.2389 4.355 0.038 3.456 -0.639
N 1.1887 0.0324 0.6431 -0.285 4.563 0.780 -0.138
O 0.5278 2.1427 -0.4939 -0.201 0.545 0.247 -0.431
S 0.7383 0.0819 -2.4942 -0.141 -0.186 1.427 0.257
S 0.3680 0.7334 -0.6898 0.175 -0.217 -0.418 0.218
Cl -1.5811 0.8144 1.4101 -0.758 -0.056 -0.410 0.573
H -2.0956 0.4002 -0.8786 -2.602 1.541 -2.657 0.010
H -1.2404 -0.8634 -0.1754 -0.008 -1.407 0.144 0.029
H 1.5610 -0.8002 0.4329 1.581 -4.011 -1.136 -0.012
H 1.9658 0.6356 1.0991 -2.116 -0.810 -1.432 0.134
```
Forces are in eV/Å.

- M: 145.6 g/mol
- E_tot: -38830.5520 eV
- SMILES: N[S@@](=O)(=S)CCl
- Gap between HOMO and LUMO: 9.99 eV

Density functional theory data (ωB97M-V with the def2-TZVPD basis set) for a 6-piece molecular cluster, CH13NO6 overall at a distorted geometry.

```
21
Properties=species:S:1:pos:R:3:forces:R:3:lowdin_charge:R:1
C 1.9670 1.2244 -1.3112 -1.276 -0.075 -0.633 -0.410
N 2.4434 0.8736 -0.1097 0.563 -0.870 0.597 0.135
O 1.6749 0.4138 -2.1779 0.389 -0.253 0.189 -0.015
H 1.7161 2.2606 -1.5325 0.405 0.550 0.560 0.125
H 2.5319 1.3267 0.7868 -0.246 0.856 -0.466 0.079
H 2.6037 -0.1131 -0.0178 -0.009 -0.354 -0.130 0.105
H 0.6425 0.7344 2.5402 -0.066 0.132 0.374 0.035
H 1.4011 1.6248 3.6270 -0.363 -0.321 -0.231 0.052
O 1.4938 0.9642 2.9273 0.462 0.140 -0.202 -0.053
H -2.6322 -1.7181 1.0897 0.205 -0.441 -0.418 0.035
H -2.9401 -2.1938 -0.3953 0.355 -0.333 0.350 0.004
O -3.2066 -1.6240 0.3254 -0.637 0.760 0.123 -0.050
H -0.1320 -1.2678 -2.4824 -0.036 -0.587 -0.840 0.038
H -1.2179 -0.4714 -2.1533 -1.046 0.041 -0.349 0.056
O -1.0841 -1.2534 -2.7160 1.142 0.733 1.178 -0.068
H -1.3607 -2.7946 -1.4714 0.075 -0.062 0.195 -0.012
H -0.2512 -3.7436 -1.5596 0.018 -0.356 0.347 0.038
O -0.9583 -3.5103 -0.9426 0.047 0.351 -0.622 -0.082
H -0.8805 3.8280 1.6354 -0.264 0.090 -0.170 0.040
H -0.5610 2.4995 2.2289 -0.346 -0.008 -0.163 0.001
O -1.2499 2.9401 1.7091 0.627 0.005 0.310 -0.052
```
Forces are in eV/Å.

- M: 135.1 g/mol
- E_tot: -15022.8557 eV
- SMILES: NC=O.O.O.O.O.O
- Gap between HOMO and LUMO: 10.30 eV

Relative energy (zero: lowest compared OMol25 entry of this formula, charge and spin) readings, ordered: 78.3 92.4 112.2 26.5 7.3 36.6 kcal/mol
HOMO readings, ordered: -0.3973 -0.4505 -0.3510 -0.3458 -0.3507 -0.3835 Ha